Record 1
C45H58BrN3O5Pb as an isolated structure, computed with wB97M-V/def2-TZVPD.

Each line ends with the Löwdin charge.
Positions of all 113 atoms, in Å:
Pb1 2.25 -0.84 1.43  1.59
C1 -2.53 4.85 -0.84  -0.04
C2 -1.78 4.16 -1.99  -0.55
C3 -1.31 5.24 -2.97  -0.07
C4 -2.74 3.22 -2.74  -0.05
C5 -0.61 3.36 -1.42  -0.16
C6 -0.85 2.34 -0.55  0.02
C7 0.21 1.56 0.01  -0.16
N1 0.06 0.51 0.82  0.11
C8 -1.02 0.11 1.48  -0.17
C9 -2.14 0.93 1.85  0.02
C10 -3.21 0.41 2.48  -0.16
C11 -3.22 -1.00 2.77  0.05
C12 -2.18 -1.84 2.55  -0.07
C13 -0.99 -1.30 1.89  -0.28
O1 0.01 -2.01 1.63  -0.15
C14 -2.22 -3.32 2.97  -0.54
C15 -2.14 -4.21 1.72  -0.04
C16 -1.05 -3.63 3.92  -0.04
C17 -3.51 -3.66 3.71  -0.07
C18 -4.38 1.26 2.98  -0.56
C19 -5.70 0.71 2.43  -0.05
C20 -4.40 1.23 4.52  -0.04
C21 -4.24 2.72 2.53  -0.06
C22 1.59 1.80 -0.42  -0.28
O2 2.53 1.08 0.00  -0.18
C23 1.83 2.90 -1.34  -0.08
C24 0.76 3.62 -1.77  0.05
C25 3.25 3.19 -1.83  -0.54
C26 3.79 1.96 -2.58  -0.04
C27 4.18 3.52 -0.65  -0.04
C28 3.30 4.38 -2.79  -0.07
H1 -3.33 5.48 -1.23  0.09
H2 -1.85 5.48 -0.26  0.09
H3 -2.97 4.11 -0.16  0.06
H4 -2.19 5.79 -3.34  0.08
H5 -0.80 4.81 -3.84  0.09
H6 -0.65 5.97 -2.50  0.09
H7 -3.57 3.79 -3.16  0.08
H8 -3.15 2.46 -2.08  0.08
H9 -2.22 2.72 -3.56  0.09
H10 -1.87 2.06 -0.35  0.10
H11 -2.06 2.00 1.71  0.10
H12 -4.11 -1.40 3.25  0.09
H13 -1.25 -3.98 1.14  0.07
H14 -3.02 -4.06 1.09  0.09
H15 -2.09 -5.26 2.01  0.09
H16 -0.09 -3.52 3.42  0.07
H17 -1.14 -4.66 4.28  0.08
H18 -1.07 -2.96 4.79  0.09
H19 -4.39 -3.54 3.07  0.09
H20 -3.64 -3.04 4.61  0.09
H21 -3.47 -4.70 4.03  0.09
H22 -5.88 -0.32 2.75  0.08
H23 -5.71 0.74 1.34  0.09
H24 -6.53 1.32 2.80  0.09
H25 -4.57 0.22 4.89  0.08
H26 -5.20 1.87 4.90  0.09
H27 -3.45 1.59 4.92  0.09
H28 -4.18 2.79 1.44  0.07
H29 -3.36 3.20 2.96  0.09
H30 -5.12 3.28 2.85  0.09
H31 0.94 4.43 -2.47  0.08
H32 3.82 1.08 -1.93  0.07
H33 4.80 2.16 -2.95  0.08
H34 3.15 1.74 -3.44  0.09
H35 4.25 2.69 0.05  0.07
H36 3.80 4.40 -0.11  0.09
H37 5.18 3.76 -1.02  0.08
H38 2.70 4.19 -3.69  0.09
H39 4.33 4.54 -3.10  0.09
H40 2.94 5.30 -2.32  0.09
C29 5.54 -3.30 0.82  -0.06
O3 4.44 -2.88 0.03  -0.12
C30 4.13 -3.62 -1.06  -0.21
C31 4.87 -4.70 -1.50  -0.05
C32 4.45 -5.39 -2.64  -0.68
Br1 5.47 -6.88 -3.23  0.74
C33 3.34 -5.01 -3.33  -0.09
C34 2.59 -3.91 -2.90  -0.06
C35 2.98 -3.21 -1.75  -0.19
O4 2.31 -2.15 -1.28  -0.01
C36 1.39 -3.47 -3.62  -0.23
N2 0.62 -2.49 -3.22  0.16
C37 -0.39 -2.37 -4.15  -0.20
C38 -1.47 -1.50 -4.21  -0.01
C39 -2.34 -1.62 -5.28  -0.09
C40 -2.14 -2.59 -6.28  -0.09
C41 -1.08 -3.47 -6.23  -0.02
C42 -0.21 -3.34 -5.15  -0.18
N3 0.94 -4.02 -4.78  0.17
H41 6.47 -3.22 0.26  0.10
H42 5.40 -4.32 1.17  0.10
H43 5.57 -2.63 1.67  0.10
H44 5.75 -5.02 -0.97  0.10
H45 3.05 -5.58 -4.21  0.10
H46 1.50 -2.02 -1.85  0.08
H47 -1.62 -0.75 -3.45  0.11
H48 -3.19 -0.95 -5.36  0.10
H49 -2.84 -2.65 -7.10  0.10
H50 -0.92 -4.21 -7.00  0.11
H51 1.37 -4.77 -5.29  0.15
C43 2.17 0.31 5.60  -0.07
C44 2.96 0.80 4.39  -0.59
C45 2.50 2.19 3.98  -0.07
O5 2.85 -0.10 3.33  -0.51
H52 2.34 0.95 6.47  0.07
H53 2.48 -0.71 5.86  0.07
H54 1.10 0.30 5.37  0.07
H55 4.02 0.87 4.69  0.13
H56 1.43 2.17 3.73  0.07
H57 3.05 2.53 3.09  0.07
H58 2.65 2.92 4.78  0.07

Summary:
**Highest occupied orbital energy (spin up / spin down)**: -7.025 / -7.026 eV
**Orbital gap (spin up / spin down)**: 5.505 / 5.505 eV


Record 2
C45H58N2O4P2S4Sr as an isolated structure, computed with wB97M-V/def2-TZVPD.

Each line ends with the Löwdin charge.
Positions of all 116 atoms, in Å:
Sr1 -0.03 0.81 -0.20  1.26
C1 -0.69 -0.70 4.31  -0.13
N1 -0.57 -1.56 3.15  -0.17
C2 -1.83 -2.28 2.94  -0.19
C3 -2.12 -2.85 1.56  -0.20
N2 -2.56 -1.92 0.51  -0.18
C4 -2.42 -2.56 -0.78  -0.12
C5 -3.86 -1.38 0.77  -0.29
C6 -5.00 -2.11 0.43  -0.05
C7 -6.28 -1.62 0.65  -0.13
C8 -6.41 -0.37 1.25  -0.14
C9 -5.29 0.36 1.59  -0.15
C10 -3.98 -0.11 1.36  -0.62
S1 -2.61 0.88 1.78  0.59
C11 0.59 -2.39 3.14  -0.27
C12 1.09 -2.89 4.34  -0.06
C13 2.27 -3.62 4.40  -0.12
C14 2.95 -3.88 3.21  -0.11
C15 2.45 -3.39 2.02  -0.14
C16 1.28 -2.62 1.93  -0.61
S2 0.76 -1.99 0.40  0.57
H1 -1.01 -1.22 5.23  0.07
H2 -1.43 0.08 4.09  0.02
H3 0.28 -0.23 4.51  0.10
H4 -2.64 -1.61 3.23  0.10
H5 -1.86 -3.14 3.64  0.12
H6 -2.92 -3.61 1.71  0.12
H7 -1.24 -3.38 1.18  0.07
H8 -2.86 -3.58 -0.83  0.08
H9 -1.36 -2.64 -1.01  0.01
H10 -2.91 -1.96 -1.55  0.09
H11 -4.87 -3.08 -0.03  0.10
H12 -7.15 -2.20 0.37  0.08
H13 -7.39 0.05 1.45  0.08
H14 -5.39 1.33 2.04  0.08
H15 0.55 -2.69 5.26  0.09
H16 2.66 -3.96 5.35  0.08
H17 3.89 -4.42 3.22  0.09
H18 3.00 -3.57 1.10  0.07
C17 2.09 3.69 0.92  -0.06
C18 0.90 3.27 0.11  -0.34
C19 1.05 2.92 -1.26  -0.09
C20 -0.07 2.68 -2.08  -0.34
C21 0.06 2.60 -3.56  -0.03
C22 -1.36 2.75 -1.50  -0.08
C23 -1.54 3.19 -0.17  -0.37
C24 -2.88 3.70 0.25  -0.10
C25 -0.40 3.38 0.63  -0.09
H19 2.10 4.78 0.98  0.09
H20 3.02 3.34 0.47  0.05
H21 2.06 3.28 1.93  0.08
H22 2.03 2.92 -1.70  0.11
H23 0.98 2.10 -3.86  0.06
H24 0.05 3.62 -3.96  0.09
H25 -0.77 2.04 -4.00  0.09
H26 -2.22 2.62 -2.13  0.13
H27 -3.00 4.70 -0.17  0.09
H28 -2.97 3.74 1.33  0.05
H29 -3.68 3.06 -0.12  0.07
H30 -0.52 3.74 1.65  0.13
C26 0.64 -3.47 -3.19  -0.04
C27 2.14 -3.25 -3.14  -0.63
C28 2.78 -3.43 -4.51  -0.04
C29 2.77 -4.18 -2.11  -0.03
O1 2.44 -1.93 -2.65  -0.18
P1 1.71 -0.58 -3.09  0.24
O2 1.50 -0.53 -4.57  -0.30
O3 0.51 -0.29 -2.23  -0.48
O4 2.79 0.50 -2.55  -0.18
C30 4.11 0.76 -3.05  -0.61
C31 4.62 1.91 -2.19  -0.03
C32 5.00 -0.46 -2.85  -0.02
C33 4.07 1.17 -4.52  -0.04
H31 0.44 -4.51 -3.48  0.09
H32 0.16 -2.81 -3.91  0.08
H33 0.22 -3.30 -2.20  0.05
H34 2.56 -4.43 -4.89  0.08
H35 3.86 -3.31 -4.44  0.07
H36 2.39 -2.69 -5.21  0.07
H37 2.58 -5.22 -2.37  0.08
H38 2.36 -3.96 -1.13  0.05
H39 3.85 -4.02 -2.08  0.08
H40 4.54 1.66 -1.13  0.05
H41 4.06 2.82 -2.39  0.07
H42 5.67 2.12 -2.41  0.08
H43 4.92 -0.80 -1.82  0.08
H44 6.04 -0.19 -3.05  0.08
H45 4.71 -1.28 -3.51  0.07
H46 3.48 2.09 -4.64  0.08
H47 3.61 0.40 -5.13  0.07
H48 5.09 1.36 -4.86  0.08
S3 5.75 0.94 4.14  0.09
P2 5.44 0.35 2.26  -0.03
S4 3.66 0.48 1.40  0.24
C34 6.03 -1.38 2.05  -0.38
C35 7.06 -1.87 2.84  -0.11
C36 7.53 -3.17 2.67  -0.11
C37 6.96 -3.99 1.70  -0.11
C38 5.93 -3.50 0.91  -0.10
C39 5.46 -2.21 1.09  -0.14
C40 6.63 1.24 1.18  -0.37
C41 7.06 2.52 1.51  -0.12
C42 7.86 3.25 0.65  -0.11
C43 8.26 2.70 -0.56  -0.12
C44 7.85 1.42 -0.90  -0.12
C45 7.04 0.70 -0.04  -0.10
H49 7.48 -1.23 3.61  0.07
H50 8.32 -3.54 3.30  0.09
H51 7.32 -5.00 1.58  0.09
H52 5.47 -4.14 0.17  0.09
H53 4.62 -1.84 0.51  0.06
H54 6.76 2.93 2.47  0.06
H55 8.18 4.25 0.92  0.09
H56 8.89 3.27 -1.24  0.09
H57 8.16 0.98 -1.84  0.10
H58 6.71 -0.29 -0.33  0.09

Summary:
**Total charge**: -2
**Highest occupied orbital energy**: -1.612 eV
**Orbital gap**: 5.325 eV


Record 3
C45H59EuFN3O4P as an isolated structure, computed with wB97M-V/def2-TZVPD.

Each line ends with the Löwdin charge.
Positions of all 114 atoms, in Å:
Eu1 0.15 -0.67 0.05  1.86
C1 -0.81 2.57 -3.18  -0.07
C2 -0.71 1.77 -4.48  -0.35
C3 0.72 1.91 -5.03  -0.07
C4 -1.10 0.30 -4.44  -0.13
C5 -1.15 -0.30 -5.70  -0.07
C6 -1.49 -1.63 -5.87  -0.10
C7 -1.86 -2.37 -4.76  -0.06
C8 -1.86 -1.81 -3.50  -0.15
C9 -2.42 -2.59 -2.32  -0.37
C10 -3.94 -2.40 -2.27  -0.03
C11 -2.04 -4.07 -2.35  -0.07
C12 -1.43 -0.48 -3.32  -0.21
N1 -1.42 0.03 -1.99  -0.02
C13 -2.57 0.61 -1.66  -0.55
O1 -3.56 0.77 -2.40  -0.01
C14 -2.66 1.13 -0.25  -0.21
C15 -3.86 1.70 0.17  -0.04
C16 -3.94 2.20 1.46  -0.09
C17 -2.83 2.11 2.27  -0.03
C18 -1.67 1.53 1.77  -0.25
N2 -1.58 1.06 0.52  -0.02
C19 -0.45 1.48 2.66  -0.49
O2 -0.49 2.11 3.72  0.07
N3 0.54 0.75 2.17  0.11
C20 1.68 0.66 3.02  -0.18
C21 2.72 1.59 2.87  -0.16
C22 3.84 1.48 3.69  -0.04
C23 3.93 0.47 4.63  -0.07
C24 2.89 -0.42 4.78  -0.03
C25 1.76 -0.34 3.99  -0.13
C26 0.58 -1.27 4.20  -0.36
C27 0.99 -2.69 4.59  -0.06
C28 -0.34 -0.68 5.28  -0.04
C29 2.59 2.71 1.85  -0.37
C30 1.92 3.92 2.51  -0.04
C31 3.92 3.13 1.23  -0.08
H1 -0.50 3.60 -3.38  0.08
H2 -0.17 2.15 -2.41  0.06
H3 -1.83 2.59 -2.83  0.07
H4 -1.39 2.24 -5.20  0.14
H5 1.40 1.37 -4.39  0.04
H6 1.01 2.96 -5.04  0.08
H7 0.80 1.52 -6.04  0.07
H8 -0.93 0.29 -6.57  0.11
H9 -1.50 -2.07 -6.86  0.10
H10 -2.19 -3.39 -4.90  0.10
H11 -1.99 -2.16 -1.40  0.08
H12 -4.41 -2.89 -3.13  0.08
H13 -4.20 -1.34 -2.30  0.06
H14 -4.35 -2.83 -1.36  0.07
H15 -2.65 -4.62 -3.07  0.07
H16 -2.19 -4.51 -1.37  0.06
H17 -0.99 -4.17 -2.61  0.07
H18 -4.68 1.71 -0.53  0.10
H19 -4.85 2.67 1.81  0.09
H20 -2.82 2.46 3.29  0.10
H21 4.65 2.19 3.60  0.11
H22 4.81 0.40 5.26  0.10
H23 2.96 -1.19 5.54  0.11
H24 0.03 -1.32 3.25  0.11
H25 1.31 -2.74 5.63  0.07
H26 1.81 -3.03 3.95  0.06
H27 0.15 -3.37 4.46  0.08
H28 0.15 -0.71 6.25  0.08
H29 -1.27 -1.24 5.34  0.08
H30 -0.57 0.36 5.05  0.06
H31 1.93 2.34 1.05  0.12
H32 2.60 4.37 3.23  0.08
H33 1.02 3.63 3.04  0.06
H34 1.66 4.66 1.76  0.08
H35 4.53 3.66 1.95  0.07
H36 4.48 2.27 0.87  0.06
H37 3.74 3.79 0.39  0.08
C32 -2.93 -2.55 1.73  -0.10
O3 -1.78 -1.96 1.14  -0.34
C33 -0.76 -2.89 0.59  -0.44
O4 -1.03 -4.07 0.79  -0.05
H38 -3.67 -1.76 1.89  0.09
H39 -2.68 -3.02 2.69  0.08
H40 -3.33 -3.32 1.06  0.08
C34 2.96 -2.44 -5.16  -0.15
C35 1.83 -1.67 -4.49  -0.39
P1 1.79 -1.55 -2.62  0.97
C36 3.36 -0.56 -2.37  -0.40
C37 3.02 0.89 -2.03  -0.17
C38 2.23 -3.32 -2.20  -0.41
C39 3.69 -3.67 -1.93  -0.14
H41 2.90 -2.33 -6.24  0.07
H42 2.90 -3.51 -4.93  0.06
H43 3.94 -2.08 -4.85  0.05
H44 0.87 -2.10 -4.79  0.05
H45 1.83 -0.64 -4.85  0.05
H46 3.98 -0.59 -3.26  0.07
H47 3.91 -1.00 -1.54  0.04
H48 2.69 1.43 -2.91  0.05
H49 3.88 1.41 -1.62  0.07
H50 2.20 0.91 -1.29  0.02
H51 1.84 -3.93 -3.02  0.06
H52 1.64 -3.56 -1.31  0.04
H53 4.32 -3.44 -2.78  0.06
H54 3.77 -4.74 -1.71  0.07
H55 4.04 -3.14 -1.05  0.05
F1 5.82 -2.98 2.77  0.02
C40 4.72 -2.49 2.11  -0.28
C41 3.63 -3.30 1.93  -0.05
C42 2.53 -2.81 1.24  -0.18
C43 2.45 -1.51 0.70  -0.28
C44 3.61 -0.74 0.95  -0.18
C45 4.73 -1.20 1.63  -0.03
H56 3.64 -4.31 2.32  0.11
H57 1.69 -3.49 1.12  0.07
H58 3.65 0.28 0.61  0.06
H59 5.60 -0.58 1.77  0.11

Summary:
**2S+1**: 7
**Total charge**: -1
**Highest occupied orbital energy (spin up / spin down)**: -2.364 / -5.723 eV
**⟨S²⟩**: 12.035
**Orbital gap (spin up / spin down)**: 4.802 / 5.330 eV


Record 4
C45H60BBaN10OPS2Sb as an isolated structure, computed with wB97M-V/def2-TZVPD.

Each line ends with the Löwdin charge.
Positions of all 122 atoms, in Å:
Ba1 -0.07 0.44 -1.25  1.60
C1 2.46 3.73 -4.00  -0.02
C2 1.56 3.33 -2.98  -0.21
N1 1.67 2.07 -2.67  -0.09
N2 2.78 1.62 -3.32  -0.02
C3 3.23 2.57 -4.18  -0.05
B1 3.18 0.12 -3.36  -0.48
N3 3.46 -0.53 -1.89  -0.04
C4 4.41 -1.38 -1.50  -0.08
C5 4.17 -1.73 -0.17  -0.06
C6 3.00 -1.08 0.15  -0.18
N4 2.55 -0.35 -0.90  -0.13
N5 2.12 -0.79 -4.04  -0.05
C7 2.28 -1.51 -5.16  -0.08
C8 1.06 -1.99 -5.55  -0.05
C9 0.19 -1.46 -4.61  -0.18
N6 0.83 -0.74 -3.66  -0.09
H1 2.60 4.67 -4.49  0.09
H2 0.79 3.94 -2.54  0.10
H3 4.05 2.35 -4.83  0.12
H4 4.19 -0.07 -3.90  0.10
H5 5.16 -1.69 -2.22  0.13
H6 4.77 -2.37 0.42  0.09
H7 2.52 -1.11 1.10  0.09
H8 3.25 -1.61 -5.63  0.13
H9 0.79 -2.60 -6.44  0.12
H10 -0.87 -1.55 -4.56  0.09
N7 -0.60 1.44 -5.00  0.15
C10 -1.32 2.35 -4.29  -0.69
N8 -1.68 2.14 -3.06  -0.04
C11 -2.51 3.18 -2.53  -0.31
C12 -2.69 4.20 -3.40  -0.32
S1 -1.92 3.87 -4.94  1.06
C13 -3.02 2.98 -1.18  -0.35
C14 -4.24 3.33 -0.70  -0.34
S2 -4.47 2.73 0.88  1.09
C15 -2.93 1.99 0.79  -0.74
N9 -2.29 2.15 -0.33  -0.01
N10 -2.31 1.30 1.83  0.11
H11 -0.02 0.81 -4.50  0.03
H12 -0.21 1.80 -5.83  0.10
H13 -3.28 5.09 -3.32  0.07
H14 -4.95 3.84 -1.35  0.10
H15 -2.83 1.20 2.67  0.09
H16 -1.33 1.57 1.92  0.04
O1 -2.13 -0.57 -2.60  -0.22
H17 -2.91 -1.07 -2.34  0.05
H18 -2.40 0.29 -2.96  0.02
C16 -3.98 -1.17 0.47  -0.09
C17 -4.02 -2.12 1.64  -0.32
C18 -5.22 -2.34 2.28  -0.05
C19 -5.31 -3.24 3.34  -0.06
C20 -4.18 -3.99 3.66  -0.08
C21 -2.99 -3.83 2.97  -0.12
C22 -2.90 -2.89 1.97  -0.34
Sb1 -1.11 -2.69 0.84  1.51
C23 -1.51 -4.03 -0.77  -0.34
C24 -2.76 -4.60 -0.94  -0.13
C25 -3.04 -5.34 -2.05  -0.11
C26 -2.11 -5.56 -3.01  -0.07
C27 -0.84 -4.97 -2.89  -0.04
C28 -0.53 -4.25 -1.76  -0.28
C29 0.89 -3.61 -1.60  -0.06
C30 0.09 -3.98 2.04  -0.35
C31 0.24 -5.34 1.91  -0.12
C32 1.00 -6.11 2.76  -0.07
C33 1.56 -5.51 3.86  -0.06
C34 1.36 -4.13 4.04  -0.05
C35 0.63 -3.35 3.17  -0.33
C36 0.40 -1.92 3.57  -0.10
H19 -2.99 -0.71 0.35  0.00
H20 -4.75 -0.43 0.45  0.07
H21 -4.11 -1.76 -0.40  0.06
H22 -6.15 -1.84 2.05  0.11
H23 -6.26 -3.37 3.87  0.11
H24 -4.18 -4.68 4.50  0.11
H25 -2.21 -4.56 3.16  0.10
H26 -3.50 -4.45 -0.18  0.09
H27 -4.03 -5.71 -2.21  0.10
H28 -2.34 -6.10 -3.92  0.11
H29 -0.17 -5.07 -3.70  0.10
H30 1.55 -3.88 -2.41  0.08
H31 1.29 -3.92 -0.63  0.06
H32 0.85 -2.50 -1.66  0.02
H33 -0.26 -5.81 1.08  0.10
H34 1.20 -7.15 2.51  0.11
H35 2.16 -6.03 4.53  0.09
H36 1.82 -3.69 4.93  0.11
H37 0.91 -1.66 4.49  0.08
H38 -0.65 -1.84 3.80  0.07
H39 0.61 -1.09 2.83  0.06
C37 0.89 1.57 4.42  -0.13
C38 0.91 3.02 3.92  -0.57
C39 -0.36 3.76 4.31  -0.13
P1 1.21 3.08 2.09  1.07
C40 0.96 4.89 1.57  -0.53
C41 1.79 5.08 0.31  -0.12
C42 -0.50 5.22 1.36  -0.12
C43 3.06 2.93 2.04  -0.55
C44 3.60 2.64 0.62  -0.13
C45 3.91 3.96 2.77  -0.09
H40 0.87 1.53 5.48  0.07
H41 1.73 0.93 4.10  0.07
H42 -0.03 1.09 4.11  0.05
H43 1.71 3.55 4.43  0.10
H44 -1.27 3.47 3.82  0.06
H45 -0.25 4.82 4.17  0.07
H46 -0.49 3.65 5.37  0.08
H47 1.47 5.46 2.37  0.12
H48 1.60 4.35 -0.48  0.05
H49 2.89 5.09 0.55  0.07
H50 1.56 6.00 -0.12  0.06
H51 -0.91 4.67 0.51  0.07
H52 -0.64 6.24 1.12  0.07
H53 -1.06 5.07 2.31  0.06
H54 3.18 1.98 2.60  0.09
H55 3.88 3.51 0.08  0.05
H56 2.86 2.12 -0.01  0.03
H57 4.48 2.02 0.69  0.08
H58 4.04 4.82 2.16  0.05
H59 4.88 3.51 3.02  0.09
H60 3.52 4.22 3.76  0.07

Summary:
**Total charge**: +1
**Highest occupied orbital energy**: -10.530 eV
**Orbital gap**: 8.711 eV


no.,electronic energy (Ha)
1,-5056.93487
2,-4466.58121
3,-3366.86879
4,-3801.87590